2 unconnected molecules or ions with the total composition H4O2, computed with the ωB97M-V functional and the def2-TZVPD basis.

Properties
Lowest unoccupied orbital energy (eV): 0.854
Total charge: 0
SMILES: O.O
Kohn-Sham gap (Eh): 0.441
E_tot (eV): -4159.687
ΔE to the lowest compared entry with this formula, charge and spin (eV): 0.2517
HOMO (hartree): -0.4094

The geometry in XYZ format:
```
6
Properties=species:S:1:pos:R:3:forces:R:3
O -0.106021 0.797821 -1.264534 0.733 1.375 -1.017
H 0.654818 1.151393 -1.794795 -0.786 -0.759 0.762
H -0.750560 1.513646 -1.420092 0.077 -0.577 0.292
O -0.264673 -1.263090 1.291616 0.834 0.147 0.633
H 0.314304 -1.818625 1.850282 -0.497 0.380 -0.431
H 0.152132 -0.381144 1.337522 -0.360 -0.565 -0.238
```
Forces are in eV/Å.